# C6H28NO9

A cluster of 9 separate species, C6H28NO9 in total (the ωB97M-V functional and the def2-TZVPD basis, the Open Molecules 2025 dataset).

Geometry as XYZ:
```
44
Properties=species:S:1:pos:R:3:nbo_charge:R:1
C -0.782 -1.192 0.722 -0.64
C -0.459 -1.454 -0.763 -0.03
C 0.556 -0.379 -1.248 -0.49
C 1.182 -0.742 -2.548 -0.13
C 1.982 0.108 -3.225 -0.45
N -1.631 -1.367 -1.659 -0.69
C -2.791 -2.158 -1.222 0.10
O -3.588 -1.455 -0.265 -0.80
H -1.434 -2.009 1.139 0.22
H -1.350 -0.218 0.810 0.23
H 0.075 -1.187 1.342 0.20
H -0.042 -2.506 -0.866 0.17
H 1.297 -0.235 -0.432 0.22
H 0.003 0.596 -1.337 0.24
H 1.052 -1.803 -2.893 0.21
H 2.169 1.145 -2.884 0.18
H 2.394 -0.171 -4.193 0.19
H -1.871 -0.371 -1.766 0.41
H -3.482 -2.312 -2.104 0.14
H -2.491 -3.090 -0.748 0.16
H 3.219 0.859 -1.201 0.48
H 2.596 1.398 0.097 0.51
O 3.382 0.998 -0.285 -0.99
H -3.324 1.419 -1.375 0.45
H -3.405 -0.497 -0.280 0.51
O -2.774 1.051 -0.706 -1.18
H -1.629 1.864 -0.597 0.51
H -1.454 3.106 0.267 0.50
O -0.919 2.624 -0.355 -1.02
H 1.403 2.970 1.125 0.47
H 0.261 2.190 0.319 0.52
O 1.208 2.083 0.809 -1.05
H 2.374 -1.968 3.767 0.46
H 1.485 -0.786 4.050 0.50
O 1.733 -1.703 4.384 -0.99
H 2.373 -0.011 2.345 0.48
H 1.381 1.093 2.270 0.50
O 1.802 0.519 2.901 -1.01
H -3.010 2.145 2.067 0.46
H -3.092 2.002 0.485 0.50
O -3.094 2.652 1.259 -1.03
H 2.299 -1.552 0.807 0.47
H 3.326 -0.456 0.741 0.50
O 3.067 -1.200 1.246 -0.97
```

Total charge: -1
Lowest unoccupied orbital energy in eV: 3.0
Relative energy (zero: lowest compared OMol25 entry of this formula, charge and spin) in kcal/mol: 0.00
HOMO energy in eV: -5.763
Orbital gap in Ha: 0.3236

***

# C6H28O9

A cluster of 10 separate species, C6H28O9 in total (the ωB97M-V functional and the def2-TZVPD basis, the Open Molecules 2025 dataset).

Geometry as XYZ:
```
43
Properties=species:S:1:pos:R:3:nbo_charge:R:1
C 2.880 0.610 -0.885 -0.68
C 1.842 -0.403 -1.271 0.00
C 2.150 -1.608 -1.735 -0.41
C -1.248 1.748 -0.329 -0.67
C 0.029 1.171 -0.875 -0.17
C 0.505 -0.076 -0.823 -0.25
H 3.016 0.558 0.214 0.25
H 3.928 0.155 -0.961 0.22
H 2.948 1.563 -1.375 0.23
H 3.109 -1.959 -2.113 0.20
H 1.484 -2.427 -1.973 0.20
H -0.993 2.060 0.705 0.24
H -2.051 1.014 -0.354 0.21
H -1.457 2.794 -0.590 0.24
H 0.571 2.014 -1.241 0.17
H -0.049 -0.978 -0.480 0.23
H -2.566 0.462 2.928 0.52
H -1.115 1.048 3.350 0.52
O -1.734 0.286 3.398 -0.97
H 0.277 0.299 -4.081 0.47
H 1.498 -0.519 -4.101 0.48
O 1.214 0.385 -4.283 -0.94
H -3.057 -2.076 -1.883 0.49
H -2.220 -0.796 -1.397 0.49
O -2.351 -1.742 -1.330 -0.96
H -0.181 -1.907 3.202 0.47
H -0.783 -0.598 2.634 0.51
O -0.175 -1.408 2.377 -1.02
H 1.510 -1.298 2.701 0.49
H 2.857 -2.142 2.503 0.47
O 2.486 -1.293 2.752 -1.00
H 0.638 1.167 1.553 0.50
H 1.234 0.990 2.986 0.50
O 0.497 1.366 2.495 -0.98
H -1.724 -2.350 1.769 0.50
H -2.329 -2.337 0.372 0.50
O -2.577 -2.414 1.312 -0.99
H 1.695 2.944 -3.472 0.48
H 0.616 2.932 -2.452 0.45
O 1.105 3.555 -3.004 -0.93
H -4.212 0.121 0.655 0.47
H -3.433 -0.904 1.579 0.51
O -3.831 -0.007 1.524 -1.01
```

Total charge: 0
Lowest unoccupied orbital energy in eV: 0.0
SMILES: C=C(C)/C=C/C.O.O.O.O.O.O.O.O.O
Relative energy (zero: lowest compared OMol25 entry of this formula, charge and spin) in kcal/mol: 58.16
HOMO energy in eV: -9.222
Orbital gap in Ha: 0.3382

***

# C6H29NO9

A cluster of 9 separate species, C6H29NO9 in total (the ωB97M-V functional and the def2-TZVPD basis, the Open Molecules 2025 dataset).

Geometry as XYZ:
```
45
Properties=species:S:1:pos:R:3:nbo_charge:R:1
C -1.369 -0.069 1.880 -0.44
N -0.312 -0.836 1.204 -0.46
C 0.264 -1.828 2.124 -0.23
C 1.747 -1.934 1.747 -0.43
C 1.999 -0.746 0.765 -0.42
C 0.712 0.081 0.651 -0.08
C 0.151 0.342 -0.764 -0.07
O 0.953 1.382 -1.376 -0.78
H -1.120 0.173 2.927 0.22
H -1.611 0.776 1.244 0.20
H -2.283 -0.672 2.017 0.19
H -0.401 -2.690 1.965 0.20
H 0.150 -1.522 3.173 0.18
H 2.381 -1.796 2.620 0.22
H 1.938 -2.874 1.227 0.22
H 2.858 -0.158 1.106 0.21
H 2.285 -1.045 -0.235 0.21
H 0.789 0.990 1.268 0.19
H -0.874 0.683 -0.754 0.22
H 0.205 -0.564 -1.353 0.17
H 0.454 1.724 -2.116 0.50
H -0.068 4.003 1.380 0.51
H -1.544 4.343 1.822 0.47
O -0.761 3.847 2.036 -0.99
H -2.672 0.647 -3.022 0.48
H -1.358 0.014 -3.362 0.51
O -1.747 0.712 -2.791 -0.99
H 2.127 0.294 -2.214 0.50
H 3.273 -0.104 -2.942 0.48
O 2.494 -0.567 -2.578 -0.99
H 1.622 -2.027 -1.952 0.51
H 0.522 -2.547 -0.936 0.48
O 0.948 -2.728 -1.787 -0.98
H 1.111 2.591 0.072 0.50
H 2.332 3.580 0.307 0.49
O 1.366 3.469 0.418 -0.99
H -4.370 -1.358 -0.886 0.47
H -3.159 -1.779 -1.817 0.48
O -4.120 -1.848 -1.692 -0.95
H -0.756 -2.593 -4.152 0.48
H -0.403 -2.151 -2.875 0.50
O -0.943 -1.802 -3.639 -1.00
H -1.648 2.013 3.425 0.48
H -0.309 2.680 3.905 0.49
O -0.854 1.893 3.961 -0.96
```

Total charge: 0
Lowest unoccupied orbital energy in eV: 0.3
SMILES: CN1CCC[C@H]1CO.O.O.O.O.O.O.O.O
Relative energy (zero: lowest compared OMol25 entry of this formula, charge and spin) in kcal/mol: 69.28
HOMO energy in eV: -8.621
Orbital gap in Ha: 0.3264

***

# C6H2Cl3NO4PdTe4

A structure of composition C6H2Cl3NO4PdTe4 (the ωB97M-V functional and the def2-TZVPD basis, the Open Molecules 2025 dataset).

Geometry as XYZ:
```
21
Properties=species:S:1:pos:R:3:nbo_charge:R:1
Pd -0.908 -0.698 1.641 0.32
Te -1.898 -2.362 3.340 0.13
Te -3.081 -2.235 5.657 -0.35
Te -2.659 1.557 5.638 -0.33
Te -1.575 1.176 3.298 0.08
Cl 2.439 2.283 -4.463 -0.08
C 1.634 1.945 -2.935 -0.08
C 1.340 0.636 -2.587 -0.25
C 0.710 0.379 -1.389 -0.13
Cl 0.347 -1.268 -0.968 0.05
C 0.334 1.394 -0.466 0.34
O -0.248 1.169 0.643 -0.79
C 0.669 2.709 -0.896 -0.12
Cl 0.255 4.036 0.154 -0.03
C 1.300 2.989 -2.093 -0.26
H 1.600 -0.182 -3.245 0.23
H 1.527 4.011 -2.360 0.22
O -0.640 -5.557 0.628 -0.53
N -0.443 -4.392 0.253 0.72
O 0.140 -4.157 -0.819 -0.54
O -0.842 -3.432 0.970 -0.60
```

⟨S²⟩: 2.025
Total charge: -2
Lowest unoccupied orbital energy (alpha / beta) in eV: 3.9 / 3.2
Relative energy (zero: lowest compared OMol25 entry of this formula, charge and spin) in kcal/mol: 12.48
HOMO energy (alpha / beta) in eV: -1.870 / -1.763
Orbital gap (alpha / beta) in Ha: 0.2103 / 0.1818
Multiplicity: 3

***

# C6H2F4S

An isolated molecule of C6H2F4S (the ωB97M-V functional and the def2-TZVPD basis, the Open Molecules 2025 dataset).

Geometry as XYZ:
```
13
Properties=species:S:1:pos:R:3:nbo_charge:R:1
C -0.204 -1.301 -0.649 -0.34
C -1.296 -0.588 -0.319 0.37
C 1.116 -0.983 -0.120 0.32
C -1.228 0.679 0.397 0.27
C -0.280 1.618 0.291 -0.52
C 1.674 0.233 -0.010 0.21
F -2.500 -0.909 -0.642 -0.26
F 1.721 -2.033 0.509 -0.31
F -2.377 0.861 1.154 -0.33
F 2.871 0.478 0.591 -0.29
S 1.005 1.550 -0.866 0.37
H -0.142 -2.277 -1.146 0.25
H -0.360 2.672 0.810 0.26
```

⟨S²⟩: 2.030
Total charge: 0
Lowest unoccupied orbital energy (alpha / beta) in eV: 0.6 / -3.6
HOMO energy (alpha / beta) in eV: -6.079 / -9.684
Orbital gap (alpha / beta) in Ha: 0.2436 / 0.2232
Multiplicity: 3

***

# C6H2N4OS2

An isolated molecule of C6H2N4OS2 (the ωB97M-V functional and the def2-TZVPD basis, the Open Molecules 2025 dataset).

Geometry as XYZ:
```
15
Properties=species:S:1:pos:R:3:nbo_charge:R:1
C -3.703 -2.172 -0.072 0.26
C -0.740 -2.671 0.005 0.26
C -2.738 -1.156 -0.111 -0.21
C -1.322 -1.398 -0.084 -0.28
C -3.006 0.177 -0.173 -0.01
C -0.593 -0.227 -0.135 0.11
N -4.507 -2.991 -0.033 -0.25
N -0.239 -3.700 0.075 -0.28
N -4.612 0.785 -0.221 -0.75
N 0.759 -0.135 -0.182 -0.79
O -6.964 0.703 0.069 -0.83
S -1.626 1.183 -0.222 0.49
S -5.773 -0.090 0.241 1.46
H 1.287 -0.973 0.005 0.42
H 1.203 0.748 -0.012 0.41
```

Total charge: 0
Lowest unoccupied orbital energy in eV: -1.1
Relative energy (zero: lowest compared OMol25 entry of this formula, charge and spin) in kcal/mol: 0.00
HOMO energy in eV: -9.078
Orbital gap in Ha: 0.2933